ORCA calculation (the ωB97M-V functional and the def2-TZVPD basis) on C40H50As3Cl4MoN4O6S2 as an isolated structure in a non-equilibrium geometry.

Positions of all 110 atoms, in Å:
Mo -0.86740 -0.87388 1.00785
O -3.36419 -1.34672 2.98542
S -3.03691 -0.00830 3.38200
O -2.89421 0.15550 4.78460
N -1.63963 0.35124 2.59321
C -0.79940 1.31012 3.08739
C -1.18160 2.40747 3.79157
C -0.25762 3.40382 4.13240
C 1.06376 3.32664 3.81606
C 1.49278 2.31129 2.99030
C 2.79916 2.16337 2.55981
C 3.14664 1.14632 1.75119
C 2.13564 0.28087 1.32355
N 0.92454 0.36287 1.72970
C 0.55267 1.30264 2.67826
C -4.23248 1.14994 2.80033
C -4.37224 1.27529 1.41631
C -5.46210 2.02595 0.96893
C -6.30279 2.69403 1.89754
C -6.05533 2.64549 3.27914
C -5.00848 1.79469 3.72047
H -2.21061 2.52315 4.17270
H -0.55142 4.25094 4.74132
H 1.73661 4.18258 4.12084
H 3.52949 2.82313 3.00949
H 4.14770 0.95430 1.37749
H 2.34566 -0.44064 0.58835
H -3.73403 0.76860 0.68844
H -5.51493 2.12709 -0.07747
H -7.18483 3.24641 1.55647
H -6.58798 3.24357 3.92674
H -4.89212 1.49468 4.87778
C 3.39335 -2.91032 -2.73384
As 3.34110 -1.22468 -1.73207
C 5.31983 -0.81865 -1.61219
C 2.56379 -0.18527 -3.28394
C 2.00419 1.24839 -2.96984
C 3.02144 2.00651 -2.08949
C 0.51179 1.20983 -2.46454
As -0.40326 1.38506 -0.70492
C 0.42522 3.02777 -0.08093
C -2.10666 2.14968 -1.24701
C 2.01005 1.95249 -4.40422
As 1.72169 3.89828 -4.89016
C 1.05410 4.93832 -3.27916
C 3.66957 4.29561 -4.57691
H 3.80509 -2.71236 -3.67197
H 2.40074 -3.38751 -2.84501
H 3.95971 -3.67174 -2.18605
H 5.86225 -1.52178 -2.27491
H 5.72165 -0.77722 -0.59752
H 5.44825 0.13617 -2.15549
H 1.78479 -0.79354 -3.79314
H 3.45263 -0.02957 -3.89260
H 3.22081 1.53548 -1.13292
H 2.69007 3.02278 -1.82343
H 4.03588 2.08106 -2.51601
H 0.07370 0.26119 -2.84007
H -0.07700 2.02702 -2.91516
H 0.38498 3.79710 -0.83660
H 1.45860 2.74026 0.13907
H 0.00939 3.50522 0.82111
H -1.80624 2.68841 -2.15036
H -2.71023 2.70911 -0.48136
H -2.78167 1.33930 -1.51179
H 1.35186 1.38731 -5.07356
H 3.00122 1.96010 -4.83053
H -0.00469 4.83554 -3.13523
H 1.19500 6.00004 -3.44351
H 1.57476 4.91389 -2.26688
H 4.06948 3.28256 -4.45688
H 3.72676 5.00211 -3.76349
H 4.09002 4.67607 -5.48468
Cl -6.83621 -2.47067 -1.98000
C -5.50114 -2.56129 -0.89550
C -5.36377 -3.51043 0.16063
Cl -6.61266 -4.68117 0.45898
C -4.16726 -3.49896 0.87704
Cl -3.88008 -4.79312 1.98475
C -3.15077 -2.56135 0.60804
O -1.95058 -2.53456 1.20510
C -3.35044 -1.56799 -0.33861
O -2.39971 -0.62649 -0.34970
C -4.52177 -1.59884 -1.12385
Cl -4.78623 -0.34612 -2.32371
C -1.19836 -2.90272 -2.89240
S 0.09963 -2.98529 -1.60331
C -0.62717 -4.33598 -0.70033
O 0.13850 -1.68605 -0.76987
H -2.16436 -2.73016 -2.39143
H -1.24721 -3.94080 -3.32516
H -0.94138 -2.18383 -3.69122
H -0.33767 -5.17104 -1.34644
H -1.75387 -4.29727 -0.46233
H -0.16840 -4.29968 0.30798
N 4.27961 -3.42618 1.22011
C 3.66234 -4.28296 2.08030
O 4.19354 -5.27440 2.52569
C 2.22063 -3.77118 2.45590
C 1.64961 -4.38735 3.56700
C 0.48027 -3.87362 4.05731
C -0.08332 -2.81040 3.35129
N 0.42429 -2.31118 2.21005
C 1.62397 -2.75367 1.75794
H 5.12466 -3.79838 0.90693
H 3.79078 -2.88965 0.51848
H 2.18722 -5.20168 4.09269
H 0.00197 -4.33063 4.90887
H -1.09286 -2.45971 3.56908
H 2.06973 -2.17766 0.87970

Atomic forces in eV per Å
0.48 0.55 -1.21
-0.47 0.30 -0.58
0.01 -0.97 0.08
0.41 0.82 1.17
0.05 -1.61 -0.74
0.51 0.83 -0.46
-1.08 1.06 1.34
0.01 0.20 0.80
0.58 2.51 0.54
-1.17 -1.14 0.67
1.28 0.33 0.65
0.55 -0.58 -0.63
0.98 0.57 -0.09
-2.67 -0.34 1.38
0.70 -0.32 -1.61
0.87 -0.83 -0.65
-1.17 0.51 0.08
0.71 0.08 1.78
0.19 -0.08 0.03
2.07 -1.94 -2.32
-1.17 -0.01 2.92
0.64 -0.12 -0.45
-0.34 -0.12 -0.09
-0.65 -1.28 -0.40
0.15 0.22 -0.36
-0.04 0.23 0.22
0.27 -0.66 -0.85
-0.09 0.17 0.49
-0.76 0.23 -1.11
0.51 -0.06 -0.05
-1.27 0.88 1.41
-0.07 1.08 -2.86
-0.89 -0.91 1.59
-0.39 -0.39 0.46
-0.51 0.24 -2.05
0.14 0.63 1.02
0.66 0.56 -0.59
-0.02 0.42 0.39
-0.70 -0.39 -0.57
-0.16 0.13 1.23
0.47 -0.07 0.96
-0.52 -0.37 -0.16
-1.14 0.00 0.72
0.18 0.50 1.23
1.11 0.13 1.10
-1.20 -0.77 -0.60
0.81 0.03 -1.59
0.46 0.70 -0.06
0.30 0.30 -0.17
-0.18 0.05 0.72
-0.25 -0.06 -0.22
0.08 -0.13 0.67
0.74 0.17 0.25
-0.19 -0.21 -0.52
-0.33 -0.45 0.36
0.08 -0.30 -0.42
-0.55 0.00 -0.37
0.09 0.55 0.02
0.56 -0.25 -0.39
0.12 -0.05 -0.51
-0.05 0.45 -0.08
-0.16 -0.65 -0.18
-0.69 0.49 0.24
1.29 -0.08 -0.59
0.19 -0.11 -0.35
0.07 0.01 0.10
0.28 -0.87 -0.03
-0.57 -0.33 0.10
0.01 0.30 -0.92
-0.44 -0.88 -1.21
0.48 0.81 0.64
0.52 -0.15 0.30
0.26 0.53 -0.40
-0.45 -0.71 0.46
0.04 -0.13 0.36
-0.12 0.83 -1.24
0.49 0.51 -0.18
0.34 -0.45 -0.15
0.27 0.31 0.17
-0.58 -0.63 0.24
0.13 0.14 -0.15
-0.68 0.08 0.08
0.18 -0.10 0.08
0.72 0.57 0.30
0.51 -0.30 0.48
-0.09 -0.62 0.08
-0.57 0.52 -0.28
-1.34 0.27 1.26
-0.31 -0.80 -0.14
0.32 0.31 -0.32
0.26 0.96 0.35
-0.18 -0.26 0.60
-0.12 -0.25 0.58
1.66 0.12 -0.95
0.14 -0.53 -0.71
-0.49 0.25 0.04
-1.50 0.65 -0.16
-0.56 0.51 0.16
2.62 -1.52 -0.32
0.60 -0.11 0.42
-0.20 0.28 -0.41
-1.05 -0.38 -0.67
0.04 0.29 0.11
-0.53 1.04 0.05
1.68 -0.50 -0.63
-0.16 0.01 0.28
-0.34 0.53 -0.66
-0.19 0.30 0.12
0.30 0.09 0.26
-0.82 -1.36 1.26

Energy: -316661.2817 eV
Energy above the lowest of the compared OMol25 structures with the same formula, charge and spin: 143.5 kJ/mol
Frontier orbital gap (alpha / beta): 6.722 / 6.945 eV
2S+1: 3
Total charge: +1